## A
Computed, not measured: 4 unconnected molecules or ions with the total composition C2H12N2O3, with ωB97M-V/def2-TZVPD.

Last column: natural (NBO) charge in e.
Cartesian coordinates (Å):
C1 -0.56237 1.17724 -0.33842  -0.14
C2 0.08142 1.58640 0.81053  -0.05
N1 -0.49550 2.29277 1.93140  -0.84
N2 0.20669 0.49061 -1.32333  -0.87
H1 -1.63665 1.26974 -0.47673  0.21
H2 1.05963 1.33799 1.16650  0.19
H3 -0.10944 2.31286 2.84437  0.38
H4 -1.48965 2.46537 1.95207  0.37
H5 1.14872 0.42573 -1.03051  0.38
H6 0.17454 0.93999 -2.18629  0.36
H7 3.37461 -0.38902 -1.32474  0.47
H8 2.99620 -1.07787 -0.07068  0.47
O1 3.01717 -0.27499 -0.50192  -0.93
H9 0.21473 -1.41588 -0.36235  0.49
H10 -0.38830 -1.69110 -1.71240  0.49
O2 -0.35602 -2.10893 -0.81005  -0.96
H11 -1.90292 -2.09986 -0.06169  0.50
H12 -2.58627 -2.95451 1.08673  0.46
O3 -2.74661 -2.28656 0.40754  -0.99

Results
- orbital gap (eV) = 7.869
- SMILES = N/C=C/N.O.O.O
- M (g/mol) = 112.13
- HOMO (eV) = -7.42

***

## B
Computed, not measured: 4 unconnected molecules or ions with the total composition C2H12N2O3, with ωB97M-V/def2-TZVPD.

Last column: natural (NBO) charge in e.
Cartesian coordinates (Å):
C1 -1.12345 0.22837 1.27090  -0.45
N1 -1.65361 -1.87136 -0.64659  -0.82
C2 -1.75868 -0.50421 -0.97788  0.34
N2 -1.46327 0.44433 -0.18303  -0.57
H1 -1.78489 -0.44428 1.75967  0.21
H2 -1.09100 1.14532 1.79025  0.21
H3 -0.15731 -0.15987 1.40900  0.19
H4 -0.87529 -1.98062 -0.07489  0.39
H5 -1.52665 -2.43584 -1.46494  0.38
H6 -1.97937 -0.33819 -2.10205  0.18
H7 3.61444 1.31969 0.85268  0.48
H8 2.07887 1.46098 0.31688  0.51
O1 2.69446 0.90761 0.92157  -1.01
H9 0.36163 2.37263 -1.44923  0.48
H10 -0.16223 1.34808 -0.51775  0.49
O2 0.67831 1.76759 -0.75808  -1.00
H11 1.04018 -0.43899 -0.00585  0.47
H12 1.83326 -1.54981 0.31737  0.47
O3 1.27460 -1.27142 -0.45804  -0.94

Results
- orbital gap (eV) = 10.438
- SMILES = C/N=C\N.O.O.O
- M (g/mol) = 112.13
- HOMO (eV) = -9.66

***

The data favor B; the next most stable structure lies 53.4 kJ/mol above it.

***

## A
Computed, not measured: 2 unconnected molecules or ions with the total composition C2H2N2OS, with ωB97M-V/def2-TZVPD.

Last column: natural (NBO) charge in e.
Cartesian coordinates (Å):
C1 -0.43276 -2.14839 -0.88815  0.20
C2 0.31737 1.70663 0.80458  0.85
N1 0.23743 -1.97792 0.11692  -0.65
N2 0.55481 2.71290 0.21353  -0.78
O1 0.29093 0.83372 1.56691  -0.51
S1 -1.10277 -1.78171 -2.24784  0.03
H1 0.04641 3.24804 -0.49567  0.43
H2 0.08858 -2.59328 0.92971  0.41

Results
- orbital gap (eV) = 9.802
- SMILES = N=C=O.N=C=S
- M (g/mol) = 102.12
- HOMO (eV) = -9.61

***

## B
Computed, not measured: a single C2H2N2OS molecule, with ωB97M-V/def2-TZVPD.

Last column: natural (NBO) charge in e.
Cartesian coordinates (Å):
C1 -2.53771 -0.84404 0.09517  0.46
C2 -0.36843 -0.63993 0.02425  0.45
N1 -3.65272 -0.47852 -0.04058  -0.42
N2 -1.41105 -1.38216 -0.04796  -0.49
O1 -0.45487 0.67578 0.00221  -0.66
S1 -5.07479 0.15258 0.00288  -0.02
H1 0.69979 -0.92976 0.08712  0.17
H2 0.24588 1.07376 0.59524  0.50

Results
- orbital gap (alpha / beta) (eV) = 7.365 / 7.367
- M (g/mol) = 102.12
- HOMO (alpha / beta) (eV) = -7.74 / -7.74

***

The data favor A; the next most stable structure lies 202.2 kJ/mol above it.

***

## A
Computed, not measured: a single C2H2N2OS molecule, with ωB97M-V/def2-TZVPD.

Last column: natural (NBO) charge in e.
Cartesian coordinates (Å):
C1 -0.14718 0.23779 -0.21813  0.32
C2 -1.16273 -0.52505 1.41610  0.14
H1 1.94086 0.68831 -1.06540  0.17
H2 -1.98058 -0.89778 1.83388  0.19
N1 -1.32634 -0.09402 0.08661  -0.48
N2 0.03764 -0.64969 1.78211  -0.11
O1 0.71181 -0.10009 0.79540  -0.30
S1 0.70160 0.49623 -1.71253  0.07

Results
- orbital gap (eV) = 10.380
- SMILES = Sc1ncno1
- M (g/mol) = 102.12
- HOMO (eV) = -9.84

***

## B
Computed, not measured: a single C2H2N2OS molecule, with ωB97M-V/def2-TZVPD.

Last column: natural (NBO) charge in e.
Cartesian coordinates (Å):
C1 -0.07343 0.05574 0.25290  -0.04
C2 0.10726 -1.37470 0.13781  -0.11
H1 -0.05205 2.24099 1.06734  0.20
H2 -0.47302 -2.01606 0.70327  0.23
N1 0.82791 -1.56513 -0.93977  -0.05
N2 0.58073 0.57751 -0.73232  -0.14
O1 1.16009 -0.43686 -1.42950  -0.10
S1 -1.17620 1.13107 1.18911  0.01

Results
- orbital gap (eV) = 9.944
- SMILES = Sc1cnon1
- M (g/mol) = 102.12
- HOMO (eV) = -9.89

***

The data favor A; the next most stable structure lies 146.5 kJ/mol above it.

***

## A
Computed, not measured: 2 unconnected molecules or ions with the total composition C2H7NS, with ωB97M-V/def2-TZVPD.

Last column: natural (NBO) charge in e.
Cartesian coordinates (Å):
S1 3.26038 -2.06444 -2.36957  -0.28
H1 3.07681 -2.59922 -1.17696  0.14
C1 -2.48537 1.95824 1.64198  0.01
C2 -3.54895 1.39374 2.21005  -0.52
N1 -1.22035 1.39586 1.43235  -0.82
H2 -2.58686 2.94928 1.21407  0.18
H3 -3.73846 0.35572 2.44190  0.20
H4 -4.44037 2.01118 2.24300  0.20
H5 -0.92568 1.47431 0.47328  0.37
H6 -1.10010 0.50301 1.84754  0.37
H7 2.06845 -1.41922 -2.38126  0.14

Results
- orbital gap (eV) = 9.150
- SMILES = C=CN.S
- M (g/mol) = 77.15
- HOMO (eV) = -8.54

***

## B
Computed, not measured: 3 unconnected molecules or ions with the total composition C2H7NS, with ωB97M-V/def2-TZVPD.

Last column: natural (NBO) charge in e.
Cartesian coordinates (Å):
S1 0.01631 0.26725 2.62951  -0.42
H1 -0.98749 1.14133 2.28818  0.14
C1 -0.27467 -0.08998 -0.48883  -0.07
C2 0.23050 0.51919 -1.61107  -0.43
N1 0.06096 -1.37681 -0.05173  -0.81
H2 -1.21132 0.35702 -0.13491  0.21
H3 -0.37102 1.28050 -2.11754  0.21
H4 1.05717 0.05342 -2.14046  0.19
H5 -0.01813 -1.39550 0.98053  0.39
H6 1.01237 -1.56910 -0.28038  0.36
H7 0.48533 0.81267 0.92669  0.21

Results
- orbital gap (eV) = 8.607
- M (g/mol) = 77.15
- HOMO (eV) = -8.88

***

## C
Computed, not measured: 2 unconnected molecules or ions with the total composition C2H7NS, with ωB97M-V/def2-TZVPD.

Last column: natural (NBO) charge in e.
Cartesian coordinates (Å):
C1 0.82347 0.10272 0.42455  -0.23
C2 -0.68750 0.34749 0.36557  -0.54
S1 -1.65698 -1.04634 -0.29252  -0.04
N1 1.27231 -0.26426 -0.89876  -0.83
H1 1.38615 1.00913 0.63510  0.20
H2 1.03068 -0.63659 1.25192  0.16
H3 -1.10911 0.41859 1.36188  0.21
H4 -0.89939 1.28662 -0.16827  0.22
H5 -2.94261 0.39655 -0.52604  0.14
H6 2.18408 -0.70002 -0.86968  0.36
H7 0.59890 -0.91390 -1.28375  0.36

Results
- orbital gap (eV) = 8.190
- M (g/mol) = 77.15
- HOMO (eV) = -9.14

***

The data favor A; the next most stable structure lies 154.8 kJ/mol above it.

***

## A
Computed, not measured: a single C5H8BrN molecule, with ωB97M-V/def2-TZVPD.

Last column: natural (NBO) charge in e.
Cartesian coordinates (Å):
C1 -0.06949 1.14171 -1.29231  -0.47
C2 2.02529 -0.73321 1.26612  -0.70
C3 -1.26489 0.22548 -1.46424  0.07
C4 1.45641 0.25531 0.66660  -0.19
C5 -1.26222 -0.47114 0.85563  -0.46
N1 -1.77156 -0.44871 -0.51145  -0.36
Br1 1.61822 0.15326 -1.45519  0.34
H1 0.02031 1.90690 -2.14857  0.23
H2 -0.19245 1.61785 -0.37005  0.25
H3 2.36589 -1.70174 0.89915  0.22
H4 2.15479 -0.70280 2.43235  0.25
H5 -1.69252 0.13468 -2.48132  0.18
H6 -0.96176 0.52990 1.12024  0.20
H7 -2.04180 -0.78684 1.55832  0.20
H8 -0.38423 -1.12066 0.92472  0.23

Results
- orbital gap (eV) = 8.642
- M (g/mol) = 162.03
- HOMO (eV) = -8.56

***

## B
Computed, not measured: a single C5H8BrN molecule, with ωB97M-V/def2-TZVPD.

Last column: natural (NBO) charge in e.
Cartesian coordinates (Å):
C1 2.07018 -0.68462 1.04152  -0.48
C2 -1.55420 1.84575 -0.69791  -0.48
C3 1.27155 0.26798 0.56789  0.00
C4 -1.04713 0.82921 -0.08071  0.34
C5 -0.28288 -1.29287 -0.82342  -0.40
N1 0.07669 0.03538 -0.13999  -0.48
Br1 -2.50620 -0.23332 1.32179  -0.31
H1 2.93714 -0.27570 1.66106  0.21
H2 2.06849 -1.75252 1.22998  0.23
H3 -2.49194 2.35408 -0.36381  0.26
H4 -0.92730 2.22455 -1.49728  0.23
H5 1.51747 1.37241 0.78442  0.22
H6 -1.20581 -1.03323 -1.28048  0.22
H7 0.50206 -1.51252 -1.57237  0.21
H8 -0.42812 -2.14457 -0.15070  0.22

Results
- orbital gap (eV) = 8.990
- SMILES = C=CN(C)C(=C)Br
- M (g/mol) = 162.03
- HOMO (eV) = -8.63

***

The data favor B; the next most stable structure lies 312.0 kJ/mol above it.

***

## A
Computed, not measured: 2 unconnected molecules or ions with the total composition C2H6FOP, with ωB97M-V/def2-TZVPD.

Last column: natural (NBO) charge in e.
Cartesian coordinates (Å):
C1 1.97646 0.12869 -0.17226  -0.50
C2 1.54520 -1.07868 -0.24093  0.25
O1 -2.47310 1.27633 1.02131  -0.95
F1 1.09850 -1.64853 -1.37486  -0.34
P1 -1.51845 0.20769 0.06215  0.60
H1 1.74356 0.67989 -1.00590  0.21
H2 2.21552 0.44048 0.84144  0.22
H3 1.62623 -1.68070 0.61943  0.16
H4 -1.83251 1.96312 1.17152  0.47
H5 -2.05341 0.63089 -1.13810  -0.07
H6 -2.32800 -0.91917 0.21619  -0.05

Results
- orbital gap (eV) = 9.829
- SMILES = C=CF.OP
- M (g/mol) = 96.04
- HOMO (eV) = -9.21

***

## B
Computed, not measured: a molecular structure, C2H6FOP, with ωB97M-V/def2-TZVPD.

Last column: natural (NBO) charge in e.
Cartesian coordinates (Å):
C1 -0.93143 0.21653 -0.10645  -0.14
C2 0.32189 -0.29324 0.50068  -0.07
O1 -2.10561 -0.56025 0.06855  -0.70
F1 0.72683 -1.86854 0.03480  -0.47
P1 1.96942 0.46727 0.10419  0.34
H1 -1.17660 1.12348 0.38741  0.22
H2 -0.78628 0.52584 -1.20495  0.18
H3 0.38697 -0.53963 1.60249  0.23
H4 -2.01409 -1.38151 -0.35195  0.48
H5 1.67477 1.76017 0.25942  -0.04
H6 1.93413 0.54988 -1.29418  -0.02

Results
- orbital gap (eV) = 10.684
- M (g/mol) = 96.04
- HOMO (eV) = -9.97

***

## C
Computed, not measured: 2 unconnected molecules or ions with the total composition C2H6FOP, with ωB97M-V/def2-TZVPD.

Last column: natural (NBO) charge in e.
Cartesian coordinates (Å):
C1 0.77730 -1.60006 0.89697  -0.50
C2 -0.26083 -1.76628 0.15670  0.23
O1 -0.30273 2.87431 -1.18503  -0.96
F1 -0.21064 -1.97479 -1.19341  -0.34
P1 -0.60834 1.56259 -0.16207  0.60
H1 1.77361 -1.50185 0.51046  0.22
H2 0.71975 -1.34103 1.94060  0.22
H3 -1.33232 -1.85687 0.54076  0.18
H4 -0.77632 3.65782 -0.76513  0.48
H5 0.59582 1.10114 0.55692  -0.07
H6 -0.37529 0.84503 -1.29678  -0.05

Results
- orbital gap (eV) = 9.989
- SMILES = C=CF.OP
- M (g/mol) = 96.04
- HOMO (eV) = -9.39

***

The data favor C; the next most stable structure lies 7.8 kJ/mol above it.